(1)
This record from the OMol25 dataset describes the molecule C5H6O2. The level of theory is ωB97M-V/def2-TZVPD.

Last column: Löwdin charge in e.
Element x y z (Å)
O  1.10520  1.75709  1.17558  0.109
C  0.70734  0.92175  0.40300  -0.340
C  1.56945  -0.18665  -0.21088  -0.094
O  0.69526  -1.07703  -0.87404  -0.067
C  -0.62571  -0.63559  -0.71414  -0.263
C  -1.32567  -0.44644  0.61084  -0.020
C  -0.69814  0.72706  -0.11766  -0.130
H  2.14968  -0.72599  0.54398  0.138
H  2.27527  0.27177  -0.92049  0.142
H  -1.25120  -0.95515  -1.53990  0.152
H  -0.95036  -0.65120  1.61084  0.119
H  -2.40193  -0.57713  0.53651  0.108
H  -1.24920  1.57752  -0.50366  0.148

The SMILES is O=C1CO[C@H]2C[C@@H]12. Its net charge is 0. The value obtained for the gap between HOMO and LUMO is 10.568 eV.



(2)
This record from the OMol25 dataset describes a cluster of 2 separate species, C5H13N2O2 in total at a distorted geometry. The level of theory is ωB97M-V/def2-TZVPD.

Last column: Löwdin charge in e.
Element x y z (Å)
C  -2.31930  -0.38484  -0.15180  -0.339
O  -2.20848  -1.18847  -1.28242  -0.119
C  -1.75882  1.07915  -0.16678  -0.193
C  -0.23635  1.18710  -0.20698  -0.221
C  0.52091  0.90378  1.08275  -0.285
N  2.50687  -0.94670  -0.01048  0.051
C  2.75819  0.25999  0.52089  -0.383
N  1.96628  1.10907  1.05798  -0.030
H  -3.40458  -0.20462  -0.02759  0.095
H  -2.03411  -0.82648  0.81597  0.101
H  -2.16594  1.56415  0.73203  0.096
H  -2.34941  1.52857  -0.96491  0.094
H  0.05926  0.40156  -0.92221  0.084
H  0.19006  2.06633  -0.70988  0.101
H  0.26991  -0.15189  1.30626  0.101
H  0.24354  1.48550  1.97244  0.091
H  1.56462  -1.25129  -0.54318  -0.008
H  3.23322  -1.62486  -0.14891  0.052
H  3.77764  0.65662  0.41109  0.086
H  0.25040  -2.46017  -0.39379  -0.024
H  -1.22565  -1.45073  -1.31973  0.022
O  0.36174  -1.75177  -1.05077  -0.372

Its net charge is -1. The value obtained for the gap between HOMO and LUMO is 8.472 eV.



(3)
This record from the OMol25 dataset describes a structure of composition C57H35I4N6O2SV at a distorted geometry. The level of theory is ωB97M-V/def2-TZVPD.

Last column: Löwdin spin population.
Element x y z (Å)
V  0.70043  -0.92442  0.62614  1.839
I  -4.52445  5.08893  5.91416  -0.001
C  -3.41124  3.44214  5.26318  -0.006
C  -2.05859  3.52911  5.46388  0.002
C  -1.26222  2.68546  4.71720  -0.005
C  -1.84958  1.79265  3.85327  -0.002
C  -3.26052  1.62844  3.74613  -0.004
C  -4.05641  2.44896  4.49714  0.002
C  -0.98757  0.92142  3.05416  -0.030
C  0.15861  1.42512  2.43088  0.056
C  0.68857  2.74648  2.37392  0.020
C  1.99482  2.72023  1.91828  0.054
C  2.32897  1.30640  1.75687  0.065
C  3.59002  0.76611  1.41715  0.193
C  4.89089  1.14133  2.07030  0.010
C  6.12880  0.60968  1.65268  0.044
C  7.31094  1.18901  2.14203  -0.005
C  7.28038  2.08693  3.19493  0.045
I  9.10548  2.63795  4.15522  0.006
C  6.05683  2.54885  3.65485  -0.006
C  4.88646  1.97530  3.17746  0.039
C  3.53866  0.02922  0.21146  0.038
N  2.50583  -0.90611  -0.09330  0.001
C  2.79304  -1.44000  -1.37455  0.080
C  1.94805  -2.26584  -2.14134  -0.080
C  2.36855  -2.48831  -3.56417  -0.008
C  2.45398  -1.35042  -4.40531  -0.006
C  2.92304  -1.46282  -5.66652  0.001
C  3.34204  -2.74252  -6.12274  -0.006
I  3.95231  -2.97959  -8.15776  -0.001
C  3.24760  -3.86829  -5.31388  0.001
C  2.72271  -3.73285  -4.07177  -0.005
C  0.84080  -2.85264  -1.53062  0.061
C  0.02200  -3.86148  -2.04656  -0.037
C  -0.83231  -4.29827  -1.03115  0.062
C  -0.48394  -3.63904  0.18484  -0.022
N  0.47832  -2.70041  -0.14737  0.013
C  -1.08169  -3.76648  1.47274  0.186
C  -1.09674  -2.65490  2.41761  -0.007
C  -1.43993  -2.65439  3.75464  0.050
C  -1.48772  -1.33110  4.17242  -0.022
C  -1.13300  -0.48251  3.06449  0.061
N  -0.72523  -1.34920  2.02220  0.027
C  -1.56409  -5.08510  1.90926  0.011
C  -0.97282  -6.25296  1.32257  0.033
C  -1.13909  -7.48761  1.88379  -0.003
C  -1.95453  -7.62864  3.01118  0.045
I  -2.21432  -9.60726  3.86092  0.005
C  -2.61297  -6.52508  3.51790  -0.004
C  -2.45091  -5.27451  2.93910  0.038
C  4.07216  -1.00244  -1.76732  0.006
C  4.52613  -0.06844  -0.82570  0.091
N  1.16581  0.56886  1.91483  0.018
H  -1.64524  4.32851  6.10754  0.000
H  -0.16725  2.73339  4.86535  0.000
H  -3.70592  0.97030  2.94588  0.001
H  -5.14892  2.45203  4.48489  0.000
H  0.03628  3.57719  2.57602  0.000
H  2.68371  3.54690  1.73254  0.001
H  6.17524  -0.12096  0.84219  0.004
H  8.26284  0.87589  1.73646  -0.001
H  6.07419  3.37839  4.35896  -0.001
H  3.94319  2.20697  3.65041  0.002
H  2.18969  -0.34977  -4.01717  0.000
H  3.03077  -0.64516  -6.34551  0.000
H  3.65768  -4.82440  -5.58418  0.000
H  2.52501  -4.60042  -3.41788  0.000
H  0.03197  -4.13866  -3.11577  -0.003
H  -1.59780  -5.06957  -1.10156  0.003
H  -1.82084  -3.52217  4.26888  0.004
H  -1.80824  -0.96118  5.16096  -0.002
H  -0.46700  -6.14291  0.39727  0.002
H  -0.57528  -8.37758  1.59663  -0.001
H  -3.30967  -6.65923  4.35230  -0.001
H  -3.08898  -4.39975  3.22559  0.001
H  4.43397  -1.29422  -2.74519  -0.001
H  5.37125  0.60386  -0.93294  0.004
N  -4.22651  6.02035  -4.99289  0.000
C  -3.08062  5.28213  -4.77468  0.000
S  -2.46670  4.21592  -5.90630  0.000
C  -2.47230  5.48081  -3.47432  0.000
C  -2.65456  6.70233  -2.82134  0.000
C  -2.31141  6.77715  -1.47563  0.000
N  -1.69464  5.79764  -0.84795  0.000
C  -1.29991  4.71297  -1.53123  0.000
C  -1.72278  4.49313  -2.83824  0.000
H  -4.60257  5.90337  -5.94211  0.000
H  -4.90598  5.90730  -4.25658  0.000
H  -3.05891  7.60345  -3.31417  0.000
H  -2.56809  7.70130  -0.97542  0.000
H  -0.63954  4.02422  -1.02338  0.000
H  -1.47114  3.58586  -3.38824  0.000
O  -0.11718  1.50975  -2.20365  0.020
C  -0.81242  0.73629  -1.52014  0.009
O  -0.40888  0.08512  -0.47875  0.013
C  -2.17346  0.35455  -2.06477  -0.001
C  -2.57207  0.70968  -3.36635  0.001
C  -3.81941  0.47278  -3.84338  0.000
C  -4.73117  -0.28735  -3.08353  0.001
C  -4.27788  -0.91597  -1.94218  0.000
C  -3.04234  -0.51221  -1.39351  0.001
H  -1.89603  1.29963  -4.02414  0.000
H  -4.12637  0.93002  -4.82087  0.000
H  -5.78728  -0.29361  -3.36967  0.000
H  -4.88163  -1.61310  -1.39172  0.000
H  -2.68121  -0.85589  -0.45634  0.000

As for the expectation value of S²: 3.978. As for the spin multiplicity: 4. Its net charge is -1. The value obtained for the gap between HOMO and LUMO (spin up / spin down) is 4.573 / 5.037 eV.



(4)
This record from the OMol25 dataset describes the molecule C11H21N3O3 at a distorted geometry. The level of theory is ωB97M-V/def2-TZVPD.

Last column: Löwdin charge in e.
Element x y z (Å)
C  -0.71981  0.54751  -0.26559  -0.318
C  0.59715  -0.12766  -0.47080  -0.404
C  -1.84445  -0.44852  -0.39979  -0.170
C  -3.26708  0.12701  -0.11917  -0.208
C  -4.41222  -0.89784  -0.20885  -0.227
C  -5.82191  -0.37519  0.00535  -0.320
C  3.00719  -0.03964  -0.24407  -0.203
C  3.12187  -1.42572  0.35045  -0.497
C  4.01979  0.96000  0.36912  -0.083
C  3.22819  2.24801  0.36177  -0.166
C  1.79674  1.83539  0.61866  -0.156
H  -0.71257  1.26678  -2.10298  0.062
H  -1.68985  2.10580  -1.24804  0.067
H  -0.71500  1.05238  0.75284  0.157
H  -1.65435  -1.26378  0.31266  0.127
H  -1.71530  -0.88598  -1.44262  0.141
H  -3.42662  0.91641  -0.89412  0.110
H  -3.24575  0.60217  0.86694  0.105
H  -4.34466  -1.39758  -1.19099  0.112
H  -4.21836  -1.71937  0.55462  0.128
H  -6.04566  0.28036  -0.83972  0.108
H  -6.51871  -1.22504  -0.10500  0.113
H  -5.55658  1.03030  1.47962  0.039
H  -6.03130  -0.37971  2.03911  0.063
H  3.10590  -0.24170  -1.24576  0.128
H  4.26364  0.69280  1.37879  0.116
H  4.92196  0.90867  -0.26363  0.131
H  3.31655  2.75636  -0.60741  0.122
H  3.50708  3.02549  1.05444  0.108
H  1.66918  1.67442  1.70131  0.132
H  1.02689  2.53320  0.24701  0.117
H  4.05827  -2.99496  0.22629  0.113
N  -0.74319  1.72137  -1.22296  0.073
N  -6.09452  0.24321  1.26437  0.008
N  1.72468  0.57758  -0.07080  -0.001
O  0.69789  -1.15504  -1.11083  0.097
O  2.62224  -1.69184  1.40873  0.125
O  3.87535  -2.27214  -0.35416  0.150

The SMILES is NCCCC[C@H](N)C(=O)N1CCC[C@H]1C(=O)O. Its net charge is 0. The value obtained for the gap between HOMO and LUMO is 9.967 eV.